Record 1
ORCA calculation (ωB97M-V/def2-TZVPD) on a 2-piece molecular cluster, C6H8OS2 overall at a distorted geometry.

```
17
Properties=species:S:1:pos:R:3
C 0.30 0.14 -2.71
C 0.70 0.77 -1.56
C -0.70 -0.79 -2.58
C -0.16 0.42 -0.42
C -0.96 0.34 1.93
C -0.02 0.73 0.88
O -0.40 -0.22 3.03
S -1.30 -0.78 -0.94
S 1.78 -1.52 1.25
H 0.83 0.30 -3.64
H 1.37 1.64 -1.81
H -1.47 -1.02 -3.34
H -1.56 1.21 2.23
H -1.73 -0.30 1.47
H 0.86 1.34 1.10
H 0.27 -0.75 2.63
H 2.21 -1.50 2.47
```

Computed properties:
E_LUMO (spin up / spin down), eV: -1.589 / -2.198
Net charge: 0
HOMO energy (spin up / spin down), eV: -8.915 / -7.696
DFT total energy, eV: -30066.1297
2S+1: 1
Kohn-Sham gap (spin up / spin down), eV: 7.326 / 5.498
ΔE to the lowest compared entry with this formula, charge and spin, kcal/mol: 41.7

Record 2
ORCA calculation (ωB97M-V/def2-TZVPD) on C6H8OS3 as an isolated structure at a distorted geometry.

```
18
Properties=species:S:1:pos:R:3
C -0.36 -1.66 -1.44
C -1.50 1.12 -3.40
C -0.98 0.47 -0.18
C -0.23 1.45 -1.10
C -0.39 -1.03 -0.07
C 1.03 -0.94 0.58
O -0.82 3.46 -2.91
S 0.22 -2.98 -1.92
S -1.15 -0.42 -3.17
S -1.49 2.37 -2.18
H -1.04 0.75 0.90
H -1.91 0.21 -0.69
H 0.31 2.13 -0.55
H 0.52 0.94 -1.69
H -0.98 -1.61 0.60
H 1.44 -1.89 0.39
H 0.86 -0.91 1.60
H 1.53 0.07 0.34
```

Computed properties:
E_LUMO (spin up / spin down), eV: -1.101 / -2.381
Net charge: 0
HOMO energy (spin up / spin down), eV: -6.885 / -9.032
DFT total energy, eV: -40897.6213
2S+1: 3
Expectation value of S²: 2.07
Kohn-Sham gap (spin up / spin down), eV: 5.784 / 6.651
ΔE to the lowest compared entry with this formula, charge and spin, kcal/mol: 73.4

Record 3
ORCA calculation (ωB97M-V/def2-TZVPD) on one molecule with the formula C6H8OS3 at a distorted geometry.

```
18
Properties=species:S:1:pos:R:3
C 0.04 1.22 0.89
C -1.27 0.67 1.01
C 0.56 0.10 -1.26
C -0.80 -0.57 -1.28
C 1.07 0.41 0.16
C 1.39 -0.86 0.96
O -3.32 -0.15 -0.50
S 0.32 2.75 1.40
S -2.11 0.15 2.28
S -2.11 0.62 -0.69
H 1.29 -0.55 -1.75
H 0.50 1.03 -1.82
H -1.10 -0.83 -2.29
H -0.86 -1.47 -0.66
H 1.98 1.01 0.08
H 0.50 -1.45 1.14
H 1.82 -0.60 1.92
H 2.11 -1.47 0.41
```

Computed properties:
E_LUMO (spin up / spin down), eV: -0.894 / -3.540
Net charge: 0
HOMO energy (spin up / spin down), eV: -6.900 / -8.163
DFT total energy, eV: -40900.8053
2S+1: 3
Expectation value of S²: 2.02
Kohn-Sham gap (spin up / spin down), eV: 6.007 / 4.623
ΔE to the lowest compared entry with this formula, charge and spin, kcal/mol: 0.0

Q: Which value of net charge does entry 1 give?
A: 0

Q: 2S+1 of number 2 (C6H8OS3)?
A: 3

Please write out number 3 again, unchanged.
ORCA calculation (ωB97M-V/def2-TZVPD) on one molecule with the formula C6H8OS3 at a distorted geometry.

```
18
Properties=species:S:1:pos:R:3
C 0.04 1.22 0.89
C -1.27 0.67 1.01
C 0.56 0.10 -1.26
C -0.80 -0.57 -1.28
C 1.07 0.41 0.16
C 1.39 -0.86 0.96
O -3.32 -0.15 -0.50
S 0.32 2.75 1.40
S -2.11 0.15 2.28
S -2.11 0.62 -0.69
H 1.29 -0.55 -1.75
H 0.50 1.03 -1.82
H -1.10 -0.83 -2.29
H -0.86 -1.47 -0.66
H 1.98 1.01 0.08
H 0.50 -1.45 1.14
H 1.82 -0.60 1.92
H 2.11 -1.47 0.41
```

Computed properties:
E_LUMO (spin up / spin down), eV: -0.894 / -3.540
Net charge: 0
HOMO energy (spin up / spin down), eV: -6.900 / -8.163
DFT total energy, eV: -40900.8053
2S+1: 3
Expectation value of S²: 2.02
Kohn-Sham gap (spin up / spin down), eV: 6.007 / 4.623
ΔE to the lowest compared entry with this formula, charge and spin, kcal/mol: 0.0